This record from OMol25 describes 12 unconnected molecules or ions with the total composition C72H176N12O19 at a distorted geometry. The level of theory is ωB97M-V with the def2-TZVPD basis set.

CARTESIAN COORDINATES (ANGSTROEM)
C (-0.32768, -1.59248, 0.22004)
C (0.96059, -1.08128, -0.59614)
C (1.82167, -2.30520, -0.74626)
C (0.41220, -0.73462, -1.98709)
C (-0.04685, 0.71765, -2.19893)
C (1.01905, 1.70155, -1.86765)
C (1.47264, 1.42507, -0.38646)
C (2.75793, 2.34454, -0.20721)
C (0.43532, 2.08780, 0.51457)
N (1.86770, 0.02249, -0.06687)
O (2.12746, -0.09926, 1.22965)
H (-0.61170, -0.89854, 1.01117)
H (-1.26369, -1.75427, -0.31457)
H (-0.15124, -2.57006, 0.66871)
H (2.08623, -2.65182, 0.25271)
H (1.25944, -2.99451, -1.37623)
H (2.76294, -2.06504, -1.24065)
H (1.12885, -0.97189, -2.77334)
H (-0.52972, -1.22491, -2.23309)
H (-0.42833, 0.86150, -3.20981)
H (-0.90430, 0.77600, -1.52850)
H (0.84924, 2.77412, -1.96171)
H (1.86906, 1.55092, -2.53316)
H (3.64485, 2.04408, -0.76506)
H (3.11333, 2.32100, 0.82295)
H (2.60216, 3.36537, -0.55609)
H (0.02627, 2.96656, 0.01600)
H (0.80403, 2.44284, 1.47689)
H (-0.40457, 1.47500, 0.84190)
H (3.08020, -0.00328, 1.29799)
C (-6.86590, 1.84203, -2.43073)
C (-6.17666, 2.48813, -1.17594)
C (-7.32705, 2.76649, -0.29797)
C (-5.18801, 1.43717, -0.44028)
C (-3.90062, 1.14776, -1.26912)
C (-3.16548, 2.48782, -1.62587)
C (-4.03032, 3.68388, -2.06974)
C (-3.13554, 5.00421, -1.93332)
C (-4.22807, 3.49166, -3.58449)
N (-5.34739, 3.81389, -1.38005)
O (-6.10036, 4.89948, -1.77800)
H (-7.43629, 2.59191, -2.97884)
H (-6.03234, 1.75497, -3.12765)
H (-7.55376, 0.99704, -2.40042)
H (-8.11187, 3.36188, -0.76450)
H (-7.91092, 1.90372, 0.02270)
H (-7.16145, 3.31023, 0.63210)
H (-5.02596, 1.72852, 0.59749)
H (-5.75822, 0.50896, -0.47749)
H (-3.14801, 0.61794, -0.68520)
H (-3.90754, 0.55994, -2.18700)
H (-2.45249, 2.14933, -2.37764)
H (-2.47177, 2.71675, -0.81688)
H (-2.31618, 4.97126, -2.65142)
H (-2.82137, 5.21348, -0.91078)
H (-3.69489, 5.84903, -2.33522)
H (-5.13320, 3.97063, -3.95789)
H (-4.26345, 2.42456, -3.80392)
H (-3.29421, 3.74844, -4.08458)
H (-5.71629, 5.56020, -1.19702)
C (5.63634, -0.12004, 3.79007)
O (6.96103, 0.22929, 3.59631)
C (7.84857, 0.30767, 4.71380)
C (9.25770, 0.33118, 4.09358)
C (9.50798, -0.94243, 3.20292)
N (10.39917, 0.09685, 5.01183)
H (5.48064, -1.13139, 3.41452)
H (4.99181, 0.54439, 3.21455)
H (5.33368, 0.20364, 4.78592)
H (7.64244, 1.08757, 5.44687)
H (7.71399, -0.63675, 5.24112)
H (9.34201, 1.24049, 3.49848)
H (9.77284, -1.83761, 3.76561)
H (10.25496, -0.74324, 2.43452)
H (8.65375, -1.27353, 2.61236)
H (11.34897, 0.08766, 4.66848)
H (10.33256, -0.90218, 5.14451)
C (-6.78961, -0.43261, -6.14797)
O (-5.59917, -0.66499, -5.42037)
C (-4.66235, -1.67121, -5.79912)
C (-3.40455, -1.29923, -4.94898)
C (-2.02151, -2.01766, -5.39224)
N (-3.51198, -1.91710, -3.68605)
H (-7.68777, -0.97069, -5.84486)
H (-6.63859, -0.68920, -7.19652)
H (-7.09278, 0.60790, -6.03176)
H (-5.10390, -2.66242, -5.69585)
H (-4.34594, -1.72052, -6.84102)
H (-3.14565, -0.26553, -4.71976)
H (-1.74867, -1.76635, -6.41719)
H (-1.93483, -3.07799, -5.15497)
H (-1.12558, -1.63134, -4.90627)
H (-3.10128, -2.83867, -3.63985)
H (-4.47997, -1.93795, -3.39854)
C (5.65971, 4.12852, 0.91423)
O (6.21387, 3.57098, 2.06960)
C (5.76837, 4.15688, 3.37053)
C (6.92551, 4.45870, 4.20974)
C (6.52556, 5.20855, 5.58161)
N (7.63616, 5.36812, 3.36867)
H (4.70444, 4.61536, 1.11059)
H (5.57167, 3.28299, 0.23201)
H (6.23550, 4.97199, 0.53329)
H (5.25034, 5.10595, 3.23276)
H (5.12958, 3.46336, 3.91742)
H (7.46474, 3.54006, 4.44085)
H (7.48901, 5.52253, 5.98320)
H (5.99151, 4.43929, 6.13940)
H (5.96132, 6.11559, 5.36471)
H (7.26279, 6.30521, 3.41926)
H (7.66479, 5.08542, 2.39946)
C (-3.76023, -6.21626, -3.01002)
O (-3.18937, -4.85832, -2.84751)
C (-2.81533, -4.68052, -1.48363)
C (-3.78321, -3.87321, -0.64477)
N (-4.86567, -4.86346, -0.43773)
C (-5.97375, -4.14417, 0.17705)
C (-7.40764, -4.94951, 0.01174)
O (-7.57956, -6.28962, 0.45353)
C (-7.17818, -6.56024, 1.76834)
H (-4.49222, -6.28559, -3.81469)
H (-4.40303, -6.69496, -2.27128)
H (-2.93050, -6.85453, -3.31377)
H (-1.90931, -4.07758, -1.54426)
H (-2.57793, -5.60512, -0.95747)
H (-4.12265, -2.98205, -1.17270)
H (-3.30510, -3.60401, 0.29705)
H (-5.20474, -5.22673, -1.31703)
H (-6.12828, -3.21907, -0.37831)
H (-5.88021, -3.94776, 1.24513)
H (-7.63737, -5.05974, -1.04805)
H (-8.11453, -4.26420, 0.47946)
H (-7.21509, -7.64124, 1.90327)
H (-7.68373, -6.15491, 2.64481)
H (-6.09432, -6.53748, 1.88167)
C (-6.65897, 8.11219, 1.30236)
O (-5.62808, 7.16619, 1.01391)
C (-5.32095, 6.14096, 1.97714)
C (-3.88715, 5.63378, 2.04374)
N (-3.83062, 4.51573, 2.91888)
C (-2.46902, 4.10184, 3.37614)
C (-2.37329, 2.63273, 3.78399)
O (-1.01493, 2.17958, 3.92987)
C (-0.87299, 0.83621, 4.34930)
H (-7.63342, 7.65062, 1.46210)
H (-6.88521, 8.85373, 0.53616)
H (-6.37684, 8.76010, 2.13224)
H (-5.83408, 5.36646, 1.40710)
H (-5.80093, 6.29428, 2.94368)
H (-3.16559, 6.37588, 2.38538)
H (-3.46984, 5.28241, 1.10009)
H (-4.43451, 4.67166, 3.71330)
H (-2.43319, 4.60910, 4.34025)
H (-1.65008, 4.47574, 2.76162)
H (-2.76848, 1.90710, 3.07308)
H (-3.01841, 2.33618, 4.61103)
H (-1.03981, 0.17240, 3.50100)
H (-1.39242, 0.51652, 5.25268)
H (0.13681, 0.66711, 4.72320)
C (2.60758, 3.36919, 5.37858)
O (2.72097, 4.43759, 4.51269)
C (2.04540, 4.41659, 3.23602)
C (1.96305, 5.63725, 2.47459)
N (0.92286, 6.54758, 2.95638)
C (0.28088, 7.27680, 1.83483)
C (-0.66026, 8.35551, 2.31934)
O (-0.01603, 9.53635, 2.84287)
C (0.44737, 10.38875, 1.83247)
H (2.68239, 2.52850, 4.68885)
H (1.64614, 3.32415, 5.89015)
H (3.37413, 3.53238, 6.13612)
H (1.00651, 4.17923, 3.46505)
H (2.51305, 3.55727, 2.75543)
H (1.67561, 5.28000, 1.48572)
H (2.95746, 6.05090, 2.30683)
H (1.24586, 7.01715, 3.79022)
H (-0.09578, 6.56596, 1.09934)
H (1.16842, 7.61181, 1.29806)
H (-1.29433, 8.07085, 3.15899)
H (-1.34486, 8.54079, 1.49164)
H (0.35688, 9.96852, 0.83081)
H (1.49898, 10.67319, 1.86837)
H (-0.13859, 11.30707, 1.79470)
C (1.46854, -2.69317, 3.31568)
O (0.93180, -2.36582, 4.57331)
C (1.04016, -3.40860, 5.55018)
C (-0.23155, -3.55424, 6.43226)
N (-1.33756, -4.21079, 5.83845)
C (-1.75830, -3.57151, 4.62190)
C (-3.13988, -4.07770, 4.18771)
O (-4.05391, -3.36226, 4.94520)
C (-5.38807, -3.44768, 4.55447)
H (0.93357, -1.97429, 2.69509)
H (1.34845, -3.71230, 2.94818)
H (2.54425, -2.52164, 3.27662)
H (1.81971, -3.01215, 6.20072)
H (1.39179, -4.32852, 5.08306)
H (-0.61275, -2.57698, 6.72849)
H (0.07917, -3.92131, 7.41043)
H (-2.09072, -4.19489, 6.51121)
H (-1.18209, -3.69210, 3.70454)
H (-1.79550, -2.51977, 4.90570)
H (-3.12729, -5.13120, 4.46715)
H (-3.18673, -3.89374, 3.11437)
H (-5.76932, -4.46224, 4.67029)
H (-5.59539, -3.12824, 3.53315)
H (-5.96902, -2.78846, 5.19947)
C (-0.01103, -6.32874, -1.64713)
O (0.31379, -5.48364, -0.59902)
C (0.93108, -6.03796, 0.52979)
C (-0.07356, -6.45247, 1.69636)
N (0.34530, -7.73786, 2.18415)
C (-0.54235, -8.15877, 3.29664)
C (0.03175, -9.31305, 4.19786)
O (-0.43151, -10.58928, 3.51874)
C (0.01932, -11.64313, 4.39808)
H (0.88339, -6.76036, -2.09637)
H (-0.43908, -5.66084, -2.39465)
H (-0.76073, -7.00194, -1.23140)
H (1.61359, -5.30578, 0.96126)
H (1.56913, -6.89096, 0.29871)
H (-1.08818, -6.37129, 1.30642)
H (-0.12580, -5.63060, 2.41042)
H (0.25965, -8.24759, 1.31643)
H (-1.48342, -8.47802, 2.84880)
H (-0.78569, -7.21516, 3.78499)
H (-0.45108, -9.33743, 5.17479)
H (1.10663, -9.25267, 4.36835)
H (1.08152, -11.60813, 4.64013)
H (-0.11817, -12.60716, 3.90833)
H (-0.43881, -11.75377, 5.38093)
C (0.41124, 3.68909, -4.92429)
O (0.02089, 4.32946, -6.11196)
C (1.10333, 4.90085, -6.75559)
C (0.74493, 5.51347, -8.16034)
N (0.35944, 4.46243, -9.06860)
C (0.16478, 4.89445, -10.45015)
C (-0.53072, 3.97463, -11.41407)
O (-1.73843, 3.52185, -10.76412)
C (-2.53992, 2.31814, -11.16747)
H (-0.47501, 3.09733, -4.69521)
H (0.76433, 4.25488, -4.06214)
H (1.21400, 2.98050, -5.12819)
H (1.93384, 4.22471, -6.95855)
H (1.60460, 5.65662, -6.15091)
H (1.63276, 6.00671, -8.55603)
H (0.07130, 6.35574, -8.00247)
H (-0.60705, 4.26166, -8.85488)
H (1.14676, 5.19357, -10.81671)
H (-0.36589, 5.84518, -10.50118)
H (0.01479, 3.06272, -11.65686)
H (-0.81845, 4.33738, -12.40084)
H (-1.91476, 1.43407, -11.04222)
H (-2.74342, 2.36957, -12.23707)
H (-3.49810, 2.05802, -10.71766)
C (6.02117, -0.41797, -2.36462)
O (6.20633, -1.85817, -2.24459)
C (6.87370, -2.38133, -1.03798)
C (7.32999, -3.81398, -1.24888)
N (6.11369, -4.63854, -1.39197)
C (6.22108, -5.75929, -2.22786)
C (6.92456, -6.76960, -1.38440)
O (7.20748, -7.73959, -2.36022)
C (7.83598, -8.90084, -1.79400)
H (4.96534, -0.20139, -2.20208)
H (6.01422, -0.01227, -3.37629)
H (6.74616, 0.19092, -1.82449)
H (6.24753, -2.31372, -0.14835)
H (7.68926, -1.74916, -0.68682)
H (7.87356, -4.21167, -0.39186)
H (8.02150, -3.83313, -2.09123)
H (5.42346, -4.02590, -1.80229)
H (6.73960, -5.62010, -3.17647)
H (5.20765, -6.04704, -2.50765)
H (6.14159, -7.03352, -0.67348)
H (7.80071, -6.27252, -0.96799)
H (8.43504, -8.71683, -0.90216)
H (8.43286, -9.32902, -2.59931)
H (7.06079, -9.56988, -1.42042)

Output
**SMILES string**: CC1(C)CCCC(C)(C)N1O.CC1(C)CCCC(C)(C)N1O.COC[C@H](C)N.COC[C@H](C)N.COC[C@H](C)N.COCCNCCOC.COCCNCCOC.COCCNCCOC.COCCNCCOC.COCCNCCOC.COCCNCCOC.COCCNCCOC
**Highest occupied orbital energy**: -7.85 eV
**Net charge**: 0
**Electronic energy**: -4934.5271 Eh